Record 1
Entry from OMol25: 10 unconnected molecules or ions with the total composition H22NO9 (ωB97M-V/def2-TZVPD).

Calculated values
DFT total energy   -744.75875 hartree
HOMO-LUMO gap   0.39406 Eh
Total charge   +1
LUMO energy   -3.049 eV
HOMO level   -13.77 eV

Cartesian coordinates (Å):
N1 -18.286 -30.922 9.920
H1 -17.584 -31.292 9.678
H2 -19.119 -31.265 9.376
H3 -18.258 -29.906 9.914
H4 -18.529 -31.164 10.857
O1 -20.188 -31.290 12.987
H5 -21.100 -31.239 13.240
H6 -19.543 -31.155 13.619
O2 -20.488 -29.496 8.676
H7 -20.460 -30.314 8.237
H8 -21.398 -29.617 9.130
O3 -21.343 -33.243 11.012
H9 -20.625 -33.429 10.481
H10 -20.991 -33.059 11.838
O4 -16.783 -29.218 11.906
H11 -16.927 -29.850 12.567
H12 -16.934 -28.361 12.363
O5 -15.637 -30.555 8.539
H13 -15.240 -30.721 9.429
H14 -15.167 -29.923 7.904
O6 -20.103 -31.206 6.627
H15 -20.683 -31.858 6.338
H16 -19.322 -31.152 6.056
O7 -19.872 -28.320 11.456
H17 -20.427 -28.298 10.746
H18 -20.226 -28.363 12.173
O8 -18.813 -33.614 9.938
H19 -18.722 -33.950 9.104
H20 -18.129 -33.945 10.690
O9 -15.980 -32.891 11.483
H21 -15.705 -33.786 11.366
H22 -15.217 -32.296 11.775

natural (NBO) population analysis, charges in e, atoms 1 to 5: -0.77, 0.39, 0.45, 0.47, 0.44


Record 2
Entry from OMol25: 11 unconnected molecules or ions with the total composition H22O11 (ωB97M-V/def2-TZVPD).

Calculated values
DFT total energy   -840.78608 hartree
HOMO-LUMO gap   0.41333 Eh
Total charge   0
LUMO energy   0.044 eV
HOMO level   -11.20 eV
SMILES   O.O.O.O.O.O.O.O.O.O.O

Cartesian coordinates (Å):
O1 27.333 -4.876 -6.677
H1 28.224 -4.843 -6.328
H2 26.786 -4.529 -5.972
O2 19.988 3.810 -4.170
H3 19.052 3.617 -4.134
H4 20.238 3.624 -5.075
O3 27.489 -1.811 -10.504
H5 27.374 -2.165 -11.386
H6 27.460 -2.578 -9.932
O4 29.921 2.904 -6.239
H7 29.110 2.508 -6.557
H8 30.600 2.560 -6.819
O5 22.585 6.950 -2.500
H9 23.412 6.526 -2.731
H10 21.918 6.287 -2.676
O6 24.862 1.847 -1.526
H11 23.994 2.115 -1.225
H12 25.465 2.442 -1.082
O7 25.465 1.500 -6.149
H13 24.939 1.823 -5.417
H14 25.444 0.548 -6.058
O8 24.846 -2.253 -3.579
H15 24.871 -1.465 -3.037
H16 23.916 -2.389 -3.763
O9 26.896 6.186 -3.740
H17 27.641 5.751 -3.326
H18 27.287 6.747 -4.409
O10 26.545 2.676 -11.654
H19 26.913 2.066 -12.294
H20 26.392 2.143 -10.874
O11 24.243 6.622 -8.776
H21 24.822 6.165 -8.166
H22 24.243 6.075 -9.562

natural (NBO) population analysis, charges in e, atoms 1 to 5: -0.94, 0.47, 0.47, -0.94, 0.47


Record 3
Entry from OMol25: a molecular structure, H22O11 (ωB97M-V/def2-TZVPD).

Calculated values
DFT total energy   -840.39715 hartree
HOMO-LUMO gap   0.18209 Eh
Total charge   0
LUMO energy   -0.143 eV
HOMO level   -5.10 eV

Cartesian coordinates (Å):
H1 -0.389 0.926 -0.060
H2 0.979 0.327 0.221
H3 -4.236 2.588 3.288
H4 -3.771 2.233 1.885
H5 4.858 -0.388 0.319
H6 4.143 -0.286 -1.018
H7 -0.782 3.115 -1.356
H8 -0.303 1.962 -2.223
H9 0.469 -1.808 -0.041
H10 1.929 -1.933 -0.443
H11 2.078 -0.917 -2.428
H12 0.570 -1.068 -2.311
H13 3.743 3.495 2.341
H14 3.657 2.545 1.158
H15 -3.633 2.952 -2.633
H16 -2.219 2.560 -2.236
H17 -1.225 -1.526 0.737
H18 -1.689 -2.103 2.064
H19 1.074 -2.818 1.750
H20 -0.004 -3.328 0.808
H21 -2.415 -3.468 -1.093
H22 -3.290 -2.477 -0.344
O1 0.181 0.187 -0.301
O2 -3.500 2.192 2.809
O3 4.118 0.051 -0.116
O4 -0.736 2.152 -1.384
O5 1.288 -2.256 0.200
O6 1.398 -1.403 -1.948
O7 4.194 3.257 1.523
O8 -3.144 2.397 -2.015
O9 -1.025 -1.520 1.680
O10 0.204 -2.596 1.400
O11 -2.519 -3.045 -0.234

natural (NBO) population analysis, charges in e, atoms 1 to 5: 0.49, 0.48, 0.46, 0.47, 0.48


Record 4
Entry from OMol25: 11 unconnected molecules or ions with the total composition H22O11 (ωB97M-V/def2-TZVPD).

Calculated values
DFT total energy   -840.82170 hartree
HOMO-LUMO gap   0.39793 Eh
Total charge   0
LUMO energy   0.012 eV
HOMO level   -10.82 eV
SMILES   O.O.O.O.O.O.O.O.O.O.O

Cartesian coordinates (Å):
O1 2.095 0.706 1.973
H1 1.680 0.399 2.734
H2 1.485 0.448 1.294
O2 -2.085 1.312 0.622
H3 -1.653 2.128 0.578
H4 -2.554 1.095 -0.196
O3 2.801 -0.233 -1.426
H5 3.036 -0.491 -0.555
H6 3.557 -0.428 -1.954
O4 2.777 2.819 -0.693
H7 3.178 2.428 0.073
H8 1.856 2.757 -0.353
O5 -1.932 -2.109 0.107
H9 -1.305 -1.462 -0.087
H10 -1.599 -2.601 0.893
O6 -0.579 -0.211 3.763
H11 -0.309 -1.048 4.214
H12 -1.204 -0.514 3.145
O7 0.548 1.131 -1.943
H13 0.651 2.067 -1.942
H14 1.444 0.796 -1.773
O8 0.283 -0.105 0.288
H15 -0.535 0.340 0.498
H16 0.521 0.323 -0.562
O9 -2.649 0.775 -2.124
H17 -3.130 0.347 -2.815
H18 -1.741 0.625 -2.433
O10 1.269 -2.479 -2.476
H19 1.705 -1.705 -2.180
H20 1.710 -2.662 -3.263
O11 -3.067 -1.189 2.487
H21 -2.918 -1.174 1.504
H22 -3.334 -2.085 2.603

natural (NBO) population analysis, charges in e, atoms 1 to 5: -1.00, 0.48, 0.48, -0.97, 0.48


Record 5
Entry from OMol25: 11 unconnected molecules or ions with the total composition H22O11 (ωB97M-V/def2-TZVPD).

Calculated values
DFT total energy   -840.80541 hartree
HOMO-LUMO gap   0.34794 Eh
Total charge   0
LUMO energy   -0.744 eV
HOMO level   -10.21 eV
SMILES   O.O.O.O.O.O.O.O.O.O.O

Cartesian coordinates (Å):
O1 -3.427 -0.306 0.764
H1 -3.598 -0.006 1.670
H2 -2.620 0.087 0.534
O2 1.193 -0.535 -1.379
H3 1.769 -1.079 -0.842
H4 1.671 -0.517 -2.195
O3 2.854 1.119 0.081
H5 2.281 0.415 -0.279
H6 3.662 0.609 0.261
O4 0.374 -3.454 0.052
H7 -0.344 -3.035 -0.420
H8 1.090 -3.649 -0.555
O5 -0.911 0.377 -0.034
H9 -0.254 -0.049 -0.570
H10 -0.420 1.204 0.036
O6 2.274 3.535 -0.913
H11 2.742 2.674 -0.872
H12 1.432 3.179 -1.179
O7 -1.851 -2.364 1.772
H13 -2.460 -2.790 2.357
H14 -2.434 -1.673 1.523
O8 0.968 1.593 2.095
H15 1.776 1.452 1.649
H16 0.620 0.687 2.264
O9 -2.432 0.060 -2.202
H17 -1.866 0.402 -1.484
H18 -3.136 -0.421 -1.824
O10 0.388 -1.204 2.467
H19 -0.424 -1.679 2.244
H20 1.018 -1.379 1.759
O11 0.159 2.353 -1.910
H21 0.636 2.267 -2.743
H22 -0.731 2.125 -2.129

natural (NBO) population analysis, charges in e, atoms 1 to 5: -0.96, 0.47, 0.50, -0.93, 0.47


Record 6
Entry from OMol25: a molecular structure, H22O11 (ωB97M-V/def2-TZVPD).

Calculated values
DFT total energy   -840.02184 hartree
HOMO-LUMO gap   0.18376 Eh
Total charge   0
LUMO energy   -1.337 eV
HOMO level   -6.34 eV

Cartesian coordinates (Å):
O1 0.597 -0.557 -2.651
H1 -0.243 -0.513 -2.193
H2 0.613 0.229 -3.198
O2 -2.478 -1.069 0.316
H3 -2.175 -1.530 1.098
H4 -2.269 -1.660 -0.407
O3 0.939 1.366 1.729
H5 0.025 1.644 1.775
H6 1.132 1.331 0.792
O4 -1.000 -1.034 -1.337
H7 -1.908 -0.836 -1.106
H8 -1.008 -1.963 -1.568
O5 0.023 -2.256 1.598
H9 0.701 -2.610 1.023
H10 -0.336 -1.512 1.114
O6 2.138 -0.964 -0.266
H11 1.181 -0.922 -0.287
H12 2.387 -0.380 0.451
O7 -1.016 1.859 1.675
H13 -1.208 1.192 1.016
H14 -1.142 2.691 1.218
O8 1.390 1.631 -0.154
H15 0.819 1.502 -0.911
H16 2.274 1.495 -0.495
O9 0.779 -0.557 2.362
H17 0.726 -1.021 1.527
H18 0.920 0.358 2.119
O10 -0.265 1.324 -1.488
H19 -1.173 1.023 -1.492
H20 -0.296 2.186 -1.903
O11 0.284 -0.277 0.053
H21 -0.384 -0.795 -0.396
H22 -0.027 0.626 -0.013

natural (NBO) population analysis, charges in e, atoms 1 to 5: -0.97, 0.44, 0.45, -0.94, 0.53


Record 7
Entry from OMol25: 11 unconnected molecules or ions with the total composition H22O11 (ωB97M-V/def2-TZVPD).

Calculated values
DFT total energy   -840.73213 hartree
HOMO-LUMO gap   0.39381 Eh
Total charge   0
LUMO energy   -0.289 eV
HOMO level   -11.01 eV
SMILES   O.O.O.O.O.O.O.O.O.O.O

Cartesian coordinates (Å):
O1 -0.222 0.344 0.664
H1 0.631 0.044 0.462
H2 -0.155 1.156 1.204
O2 1.507 -2.848 -0.438
H3 0.830 -2.516 0.107
H4 1.763 -2.134 -1.041
O3 4.149 3.612 2.297
H5 3.375 4.208 2.619
H6 3.737 3.281 1.499
O4 1.789 1.992 -1.043
H7 1.313 2.166 -1.805
H8 2.394 2.757 -0.930
O5 -1.817 -1.788 3.312
H9 -1.472 -1.185 3.995
H10 -1.040 -2.275 3.142
O6 -5.468 -0.671 0.941
H11 -5.717 -1.654 0.866
H12 -4.552 -0.519 0.765
O7 -4.761 0.493 -1.112
H13 -5.503 0.203 -0.576
H14 -3.859 0.160 -0.786
O8 -1.912 3.064 -1.385
H15 -2.311 2.387 -0.826
H16 -1.782 2.439 -2.177
O9 -0.075 -0.248 -2.905
H17 -0.350 0.260 -2.172
H18 -0.517 -1.104 -2.852
O10 2.925 -0.663 0.130
H19 2.662 -1.574 0.226
H20 3.309 -0.457 1.060
O11 4.137 -2.886 -1.069
H21 3.453 -2.512 -1.624
H22 3.539 -3.533 -0.546

natural (NBO) population analysis, charges in e, atoms 1 to 5: -0.97, 0.49, 0.48, -0.94, 0.48


Record 8
Entry from OMol25: 11 unconnected molecules or ions with the total composition H22O11 (ωB97M-V/def2-TZVPD).

Calculated values
DFT total energy   -840.63414 hartree
HOMO-LUMO gap   0.30679 Eh
Total charge   0
LUMO energy   -0.166 eV
HOMO level   -8.51 eV
SMILES   O.O.O.O.O.O.O.O.O.O.O

Cartesian coordinates (Å):
O1 0.752 -0.592 0.217
H1 0.253 0.224 0.097
H2 0.078 -1.280 0.226
O2 1.535 0.991 3.491
H3 1.093 1.797 3.201
H4 1.896 0.616 2.680
O3 -1.822 2.446 1.174
H5 -2.708 2.605 0.829
H6 -1.298 2.245 0.390
O4 1.896 -4.827 1.651
H7 1.505 -4.447 0.857
H8 1.295 -4.566 2.358
O5 -0.958 0.542 -2.205
H9 -0.634 -0.345 -2.011
H10 -1.045 0.555 -3.165
O6 -2.235 -1.442 -0.374
H11 -2.692 -1.590 -1.210
H12 -1.334 -1.221 -0.636
O7 1.617 2.935 -2.085
H13 1.966 3.832 -2.141
H14 0.930 2.992 -1.412
O8 -3.386 -3.122 -0.772
H15 -3.358 -3.655 0.031
H16 -3.909 -3.650 -1.386
O9 3.054 2.325 -0.787
H17 3.500 3.157 -0.985
H18 2.492 2.534 -0.033
O10 2.092 3.954 2.108
H19 1.371 3.511 2.570
H20 2.677 4.249 2.815
O11 -1.552 -3.198 -1.873
H21 -1.920 -3.868 -2.461
H22 -1.150 -3.708 -1.160

natural (NBO) population analysis, charges in e, atoms 1 to 5: -0.92, 0.47, 0.46, -0.93, 0.45


| no. | largest force on an atom (eV/A) |
| --- | --- |
| 1 | 15.94 |
| 2 | 0.34 |
| 3 | 17.01 |
| 4 | 3.32 |
| 5 | 2.79 |
| 6 | 13.47 |
| 7 | 3.49 |
| 8 | 5.24 |